# 1
The following is a DFT calculation (wB97M-V/def2-TZVPD) of C6H14BrHfO3 as an isolated structure.

ORCA input file:
```
! wB97M-V def2-TZVPD RIJCOSX def2/J DEFGRID3
* xyz 3 1
Hf 4.9704 -0.9700 -0.0864
Br 2.6750 -4.7651 -0.4588
C -2.1415 -0.4820 -3.1722
O -0.9247 -0.0573 -2.5076
C -0.9742 1.2622 -1.8570
C 0.2712 1.4790 -1.0650
O 0.7079 0.3786 -0.2403
C -0.3515 0.1932 0.7609
C 0.0225 -0.7750 1.8715
O 1.3998 -0.4583 2.0876
C 1.5037 -0.0669 3.4925
H -2.9936 -0.5180 -2.4935
H -1.9196 -1.5070 -3.4691
H -2.3017 0.0560 -4.1066
H -1.8912 1.2174 -1.2694
H -1.0582 2.0662 -2.5881
H 0.1171 2.3619 -0.4446
H 1.0059 1.8368 -1.7863
H -1.3010 -0.1226 0.3288
H -0.4768 1.1704 1.2274
H -0.2187 -1.8215 1.6850
H -0.6975 -0.5059 2.6444
H 0.9685 -0.8009 4.0949
H 1.0487 0.9188 3.5894
H 2.5595 -0.0899 3.7623
*
```

Output
Gap between HOMO and LUMO = 0.0886 hartree
Energy relative to the best compared isomer or geometry (same formula, charge and spin) = 842.20 kJ/mol
HOMO = -18.6 eV

***

# 2
The following is a DFT calculation (wB97M-V/def2-TZVPD) of a 10-piece molecular cluster, C8H36FN17O8 overall.

ORCA input file:
```
! wB97M-V def2-TZVPD RIJCOSX def2/J DEFGRID3
* xyz 0 1
N 24.5366 -23.4199 1.7441
H 25.4645 -23.3692 2.1396
H 23.8595 -23.1861 2.4561
H 24.3163 -24.3858 1.5476
H 24.4515 -22.8405 0.9212
F 23.6777 -26.7126 0.3271
C 28.8244 -26.3932 3.1769
O 30.0102 -26.3196 2.7893
N 28.4657 -26.5627 4.4506
N 27.7841 -26.4473 2.4273
H 27.5300 -26.6990 4.8056
H 29.2251 -26.6075 5.1150
H 27.7919 -26.5933 1.4279
H 27.0777 -26.9577 2.9378
C 28.9317 -22.0752 -0.2863
O 28.1854 -22.0659 0.5874
N 29.9463 -22.8281 -0.4751
N 28.7728 -21.1428 -1.1504
H 30.0152 -23.6553 0.1003
H 30.4447 -22.6520 -1.3357
H 27.8017 -20.8870 -1.0423
H 29.3720 -21.2888 -1.9502
C 24.8118 -23.0604 -2.9618
O 24.5375 -22.1846 -2.1797
N 24.7586 -24.3427 -2.8747
N 25.3798 -22.7404 -4.0745
H 24.4899 -24.7698 -1.9998
H 25.0770 -24.9512 -3.6152
H 25.2172 -23.4228 -4.8011
H 24.9361 -21.8607 -4.2968
C 27.9218 -21.2792 5.9086
O 26.9199 -21.7895 5.6417
N 28.2360 -20.7271 7.0561
N 28.8145 -20.8724 5.0366
H 27.7610 -21.1188 7.8567
H 28.8649 -19.9562 7.2302
H 28.7706 -21.1760 4.0743
H 29.6692 -20.3847 5.2637
C 24.5520 -26.0299 7.2191
O 24.5125 -27.1626 7.5770
N 24.0520 -25.6061 6.1116
N 25.0261 -25.0995 7.9658
H 23.8229 -26.3043 5.4187
H 24.4388 -24.6733 6.0914
H 25.6267 -25.3344 8.7432
H 25.0176 -24.1711 7.5682
C 20.1163 -23.0679 1.3222
O 20.5741 -23.1189 2.4688
N 20.1851 -23.9158 0.3290
N 19.2485 -22.0990 1.0366
H 19.5839 -23.7603 -0.4675
H 20.7162 -24.7727 0.3908
H 19.0158 -21.8194 0.0944
H 19.0208 -21.4940 1.8126
C 21.0114 -17.7354 -0.9651
O 20.3439 -16.9715 -0.2932
N 21.3524 -17.6959 -2.1712
N 21.2739 -18.9026 -0.5533
H 22.0104 -18.4137 -2.4392
H 21.0002 -16.9668 -2.7750
H 21.8956 -19.5515 -1.0143
H 20.9828 -19.2333 0.3556
C 22.7133 -19.4336 4.5423
O 22.8977 -20.1424 3.5992
N 23.3624 -19.4881 5.6578
N 21.8092 -18.4911 4.5483
H 24.1104 -20.1556 5.7806
H 22.6794 -19.5374 6.4003
H 21.7068 -17.8841 5.3491
H 21.3760 -18.1243 3.7130
*
```

Output
Gap between HOMO and LUMO = 0.2764 hartree
Energy relative to the best compared isomer or geometry (same formula, charge and spin) = 1033.92 kJ/mol
HOMO = -7.6 eV

***

# 3
The following is a DFT calculation (wB97M-V/def2-TZVPD) of C42H43F7O18S3 as an isolated structure.

ORCA input file:
```
! wB97M-V def2-TZVPD RIJCOSX def2/J DEFGRID3
* xyz 0 1
C -0.2754 -5.3913 0.5621
C 0.5051 -6.6604 0.3374
O 1.5487 -6.5769 1.3200
C 1.5516 -5.2720 1.7140
O 2.4178 -4.7821 2.4143
O 0.5074 -4.5478 1.3533
F 1.1134 -6.5293 -0.9638
H -1.1859 -5.6389 1.0781
H -0.6412 -4.9265 -0.3462
H -0.0464 -7.5640 0.4788
C 4.2485 -2.4705 1.5608
C 2.9088 -1.8347 1.5268
O 2.8960 -1.1419 0.3273
C 4.0983 -1.1380 -0.2470
O 4.2459 -0.5430 -1.2497
O 4.9991 -1.7884 0.5199
F 2.7271 -0.8331 2.5189
H 4.1127 -3.5550 1.4494
H 4.7637 -2.4054 2.5292
H 2.0394 -2.4875 1.5420
F -2.2046 4.8371 -2.5706
C -3.0190 3.7358 -2.5112
C -4.3481 4.0006 -2.5408
C -5.1871 2.8872 -2.5393
C -4.6969 1.5966 -2.4789
C -3.2997 1.4035 -2.4816
C -2.4604 2.4763 -2.5682
H -4.6136 5.0588 -2.5035
H -6.2692 3.0240 -2.5614
H -5.3527 0.7155 -2.4306
H -2.8730 0.4048 -2.4936
H -1.3622 2.3043 -2.6139
F 4.6434 4.5441 -0.3594
C 4.7497 3.5090 0.4958
C 5.4135 2.3629 0.1617
C 5.3923 1.2715 1.0120
C 4.7119 1.3943 2.2062
C 4.0360 2.5661 2.5523
C 4.1086 3.6429 1.7363
H 5.8404 2.3118 -0.8212
H 5.8371 0.3480 0.6930
H 4.8254 0.6113 2.9168
H 3.4867 2.6434 3.5037
H 3.5589 4.5343 1.9816
F 1.4613 4.0129 -3.7404
C 1.1759 5.0553 -4.6183
C 0.4557 4.8505 -5.7784
C 0.2961 5.9118 -6.6419
C 0.8065 7.1666 -6.3352
C 1.4382 7.3737 -5.0881
C 1.5863 6.3136 -4.2149
H 0.1280 3.9003 -6.1471
H -0.3213 5.7015 -7.4987
H 0.6101 8.0519 -6.9741
H 1.7052 8.3725 -4.7089
H 2.1013 6.2943 -3.2818
F -3.0121 -4.6183 5.6163
C -2.3730 -3.5314 5.0803
C -2.9772 -2.3260 4.7988
C -2.1388 -1.3551 4.1786
C -0.7909 -1.6221 3.9286
C -0.2431 -2.8503 4.2899
C -1.0386 -3.7807 4.9132
H -4.0022 -2.0937 5.1125
H -2.5663 -0.4165 3.8377
H -0.2076 -0.8761 3.4132
H 0.7827 -3.0364 4.0663
H -0.6678 -4.7177 5.2327
F -5.2350 3.6017 3.7070
C -4.0499 3.0065 3.4172
C -3.1435 2.9082 4.4430
C -1.9427 2.3180 4.1992
C -1.6101 1.8771 2.9038
C -2.5356 2.0340 1.8379
C -3.7867 2.5771 2.1291
H -3.4362 3.2749 5.4311
H -1.3135 2.1923 5.0635
H -0.6459 1.3994 2.7740
H -2.1921 1.5442 0.9079
H -4.5359 2.6463 1.3624
C 1.2677 1.3144 -0.9234
C 1.1192 1.1568 0.6588
O 0.5382 -0.1964 0.8476
S -0.2855 -0.5885 -0.4714
O -1.6997 -0.5194 -0.2914
O 0.1980 -1.8422 -0.8660
O 0.1411 0.5248 -1.5784
H 2.2320 0.9045 -1.1359
H 1.3659 2.2382 -1.4621
H 0.4992 1.9878 1.0649
H 2.1190 1.0744 1.0904
C -3.7968 -2.0640 0.9725
C -3.8515 -2.6412 -0.4269
O -5.2032 -3.0048 -0.6812
S -5.6004 -3.7042 0.8000
O -5.3140 -5.0767 0.7767
O -6.8925 -3.2409 0.9171
O -4.6361 -2.9688 1.8338
H -4.3652 -1.1337 0.8957
H -2.7777 -1.9825 1.4180
H -3.2214 -3.5172 -0.5223
H -3.4575 -1.9980 -1.1886
C 1.9849 -2.1915 -3.2774
C 3.4007 -2.1731 -3.6977
O 4.0252 -3.1358 -2.7346
S 2.9680 -4.1636 -2.2718
O 2.8516 -3.9349 -0.8974
O 3.0949 -5.4541 -2.7501
O 1.6530 -3.6325 -3.0209
H 1.2644 -1.9148 -4.0707
H 1.7264 -1.5466 -2.4441
H 3.9234 -1.2058 -3.7286
H 3.4957 -2.6269 -4.6618
*
```

Output
Gap between HOMO and LUMO = 0.3528 hartree
Energy relative to the best compared isomer or geometry (same formula, charge and spin) = 11.84 kJ/mol
HOMO = -9.4 eV

***

# 4
The following is a DFT calculation (wB97M-V/def2-TZVPD) of a 2-piece molecular cluster, C5H12NS overall.

ORCA input file:
```
! wB97M-V def2-TZVPD RIJCOSX def2/J DEFGRID3
* xyz 1 1
C 0.0807 0.1030 -1.7769
C -0.9895 -0.2594 -0.7023
C 0.0405 1.6252 -1.7922
C -1.1698 0.3440 1.6653
C 1.5009 -1.5401 1.6957
N -0.9103 0.7015 0.4494
S -0.3344 2.1470 0.0085
H 1.1098 -0.0623 -1.5543
H -0.1095 -0.2826 -2.7304
H -1.9949 -0.0882 -1.2772
H -0.7228 -1.2115 -0.4691
H 0.8624 2.2098 -2.1664
H -0.7422 1.9918 -2.3398
H -1.5416 -0.6008 1.8201
H 1.2335 -2.6570 1.8344
H -1.0755 1.1416 2.3766
H 0.7551 -0.9477 2.0759
H 1.6600 -1.1621 0.6344
H 2.3476 -1.4522 2.2482
*
```

Output
Gap between HOMO and LUMO = 0.3345 hartree
Energy relative to the best compared isomer or geometry (same formula, charge and spin) = 272.91 kJ/mol
HOMO = -13.9 eV

***

# 5
The following is a DFT calculation (wB97M-V/def2-TZVPD) of C56H48N5O5PtS3 as an isolated structure.

ORCA input file:
```
! wB97M-V def2-TZVPD RIJCOSX def2/J DEFGRID3
* xyz 1 3
Pt -1.2043 -0.9108 0.2380
C 6.7902 -1.5941 4.4640
C 5.5233 -1.3105 3.7073
C 5.2345 -0.0276 3.2542
C 4.0719 0.2337 2.5436
C 3.2049 -0.8116 2.2683
C 3.4562 -2.0985 2.7237
C 4.6133 -2.3361 3.4424
S 1.7493 -0.4293 1.3320
O 0.7478 -1.5382 1.6311
C 2.3425 -0.8137 -0.3098
C 2.5831 -2.1656 -0.6481
C 3.0138 -2.4648 -1.9007
C 3.2122 -1.4410 -2.8667
C 3.6362 -1.7487 -4.1807
C 3.7940 -0.7605 -5.1094
C 3.5325 0.5836 -4.7674
C 3.1238 0.9096 -3.5060
C 2.9578 -0.0950 -2.5233
C 2.5077 0.2102 -1.2033
C 2.2556 1.6235 -0.7842
C 3.3616 2.4564 -0.4501
C 4.7010 1.9896 -0.5338
C 5.7405 2.8007 -0.1868
C 5.5027 4.1206 0.2612
C 4.2277 4.5939 0.3549
C 3.1247 3.7740 0.0059
C 1.7945 4.2414 0.1232
C 0.7398 3.4418 -0.1967
C 0.9835 2.1343 -0.6636
S -0.3752 1.0670 -1.1469
O -0.0511 0.6111 -2.5220
C -1.7301 2.2094 -1.3177
C -1.7716 2.9349 -2.4998
C -2.8494 3.7703 -2.7387
C -3.8899 3.8811 -1.8199
C -5.0778 4.7573 -2.0990
C -3.8196 3.1408 -0.6408
C -2.7483 2.3027 -0.3820
H 7.2031 -0.6858 4.8999
H 7.5456 -2.0178 3.7992
H 6.6188 -2.3127 5.2648
H 5.9182 0.7835 3.4728
H 3.8420 1.2395 2.2117
H 2.7401 -2.8893 2.5406
H 4.8157 -3.3337 3.8133
H 2.4048 -2.9377 0.0889
H 3.1994 -3.4936 -2.1868
H 3.8292 -2.7837 -4.4361
H 4.1212 -1.0040 -6.1117
H 3.6552 1.3586 -5.5123
H 2.9150 1.9403 -3.2499
H 4.8910 0.9789 -0.8712
H 6.7562 2.4337 -0.2534
H 6.3381 4.7539 0.5289
H 4.0368 5.6028 0.6991
H 1.6223 5.2479 0.4832
H -0.2729 3.7961 -0.0802
H -0.9794 2.8238 -3.2287
H -2.8882 4.3386 -3.6598
H -4.8746 5.4557 -2.9089
H -5.3619 5.3281 -1.2150
H -5.9385 4.1509 -2.3888
H -4.6196 3.2193 0.0862
H -2.7110 1.7221 0.5264
C -0.2548 -1.9016 4.9668
C -1.7747 -1.9066 5.0707
C -2.4457 -0.7638 4.2863
C -3.9794 -0.8324 4.4563
C -4.7294 0.3215 3.8000
C -1.9653 0.5578 4.8637
O -2.1088 0.8371 6.0288
N -1.3556 1.4373 3.9936
C -1.1683 1.2617 2.6305
O -0.6026 2.1105 1.9714
N -1.6713 0.1134 2.0719
C -2.1331 -0.9051 2.8152
O -2.3505 -1.9811 2.2244
H 0.1664 -2.7456 5.5127
H 0.1696 -0.9931 5.4010
H 0.0814 -1.9715 3.9301
H -2.0860 -1.8040 6.1106
H -2.1814 -2.8438 4.6880
H -4.1800 -0.8484 5.5279
H -4.3049 -1.7909 4.0466
H -4.5037 1.2705 4.2891
H -5.8061 0.1680 3.8698
H -4.4751 0.4254 2.7406
H -1.0051 2.3017 4.3828
S -0.7644 -5.3561 -0.7306
C -0.8934 -3.8075 -0.0223
N -0.7644 -2.7938 -0.8259
C -0.5240 -3.2195 -2.1335
C -0.2625 -2.3995 -3.2299
C -0.0104 -2.9993 -4.4439
C -0.0062 -4.3950 -4.5816
C -0.2397 -5.2149 -3.4987
C -0.4949 -4.6085 -2.2689
H -1.0824 -3.6872 1.0365
H -0.2263 -1.3267 -3.1021
H 0.2027 -2.3799 -5.3054
H 0.1923 -4.8361 -5.5492
H -0.2219 -6.2917 -3.5976
N -5.4586 -0.9109 -0.5582
C -4.2766 -1.0174 0.0795
N -3.2560 -0.7872 -0.7100
C -3.8024 -0.5207 -1.9702
C -3.1967 -0.2289 -3.1915
C -4.0221 -0.0130 -4.2747
C -5.4205 -0.0824 -4.1660
C -6.0332 -0.3749 -2.9660
C -5.1933 -0.5918 -1.8787
H -6.3610 -1.0556 -0.1401
H -4.1928 -1.2858 1.1201
H -2.1226 -0.1621 -3.2781
H -3.5817 0.2161 -5.2360
H -6.0289 0.0925 -5.0430
H -7.1096 -0.4358 -2.8775
*
```

Output
⟨S²⟩ = 2.01
Gap between HOMO and LUMO (alpha / beta) = 0.3007 / 0.2713 hartree
Energy relative to the best compared isomer or geometry (same formula, charge and spin) = 0.00 kJ/mol
HOMO (alpha / beta) = -10.2 / -10.5 eV

***

# 6
The following is a DFT calculation (wB97M-V/def2-TZVPD) of C48H52N4O32PY as an isolated structure.

ORCA input file:
```
! wB97M-V def2-TZVPD RIJCOSX def2/J DEFGRID3
* xyz 0 1
Y 1.5480 1.5273 -1.2273
P 0.1573 -0.1334 0.2311
O 1.6628 0.0532 0.4814
O -0.7113 -0.9914 1.1387
O 0.0625 -0.2074 -1.2826
O -0.1243 1.3918 0.2014
C 1.4210 4.3042 1.0570
O 1.7669 3.6702 0.0040
N 2.3405 4.9273 1.7996
C 2.0831 5.6235 3.0000
C 3.7366 5.1745 1.2661
H 0.3944 4.4191 1.4379
H 1.9178 6.6854 2.8184
H 2.8448 5.4916 3.7685
H 1.0902 5.4137 3.3979
H 4.5422 5.1938 2.0001
H 4.0672 4.5259 0.4548
H 3.6755 6.0785 0.6603
C 0.3073 0.1396 -4.5676
O 0.8522 0.9760 -3.8260
N 0.5511 0.1472 -5.8536
C 1.3606 1.0728 -6.5805
C 0.0976 -1.0090 -6.6860
H -0.3417 -0.6341 -4.1289
H 1.6223 1.9027 -5.9242
H 0.8668 1.4958 -7.4553
H 2.3855 0.7626 -6.7840
H 1.0092 -1.5724 -6.8851
H -0.3603 -1.7993 -6.0911
H -0.4775 -0.8384 -7.5961
C 3.5451 -1.0663 -1.8447
O 2.8610 -0.0905 -2.1395
N 4.5605 -1.4688 -2.6373
C 5.4397 -2.5826 -2.2966
C 4.9409 -0.8098 -3.8622
H 3.4530 -1.6281 -0.9023
H 5.1592 -3.3606 -3.0067
H 5.3212 -2.9293 -1.2701
H 6.4864 -2.4228 -2.5556
H 4.8142 -1.5886 -4.6142
H 4.2402 -0.0206 -4.1349
H 5.9223 -0.3677 -4.0341
C -1.1243 3.1143 -2.5809
O -0.0206 3.0976 -2.0840
N -1.6687 4.2508 -3.1408
C -2.8165 4.1801 -4.0207
C -1.1177 5.5676 -2.7773
H -1.6671 2.2040 -2.8793
H -3.7847 4.3094 -3.5370
H -2.7928 3.2382 -4.5688
H -2.6842 4.8901 -4.8371
H -0.1426 5.5591 -2.2902
H -0.9708 6.0646 -3.7362
H -1.8114 6.2899 -2.3471
C -3.4053 2.3492 0.1695
C -2.9800 2.7834 1.3998
C -3.7451 3.7169 2.2822
O -3.2998 4.1601 3.3175
C -5.0764 4.0130 1.8439
C -5.5597 3.6442 0.6155
C -4.6929 2.8087 -0.3559
O -5.0286 2.5738 -1.4910
O -6.7999 4.1102 0.2033
O -1.7367 2.5528 1.8448
H -2.7335 1.7497 -0.4269
H -5.6459 4.6341 2.5193
H -7.1620 3.6146 -0.5349
H -1.2509 2.0378 1.1964
C -4.0965 -1.8849 0.3682
C -4.2463 -0.8390 1.1749
C -5.5874 -0.2401 1.5480
O -5.8336 0.5964 2.4050
C -6.6966 -0.9206 0.8466
C -6.4925 -1.9191 -0.0383
C -5.1914 -2.4751 -0.4497
O -5.1615 -3.3434 -1.3166
O -7.5505 -2.5086 -0.7049
O -3.1443 -0.3006 1.7807
H -3.1139 -2.3089 0.2224
H -7.7361 -0.7350 1.0730
H -7.1599 -3.0755 -1.3740
H -2.3663 -0.7837 1.4926
C 1.4578 -1.9452 3.7719
C 0.3825 -1.6523 4.5151
C 0.2313 -1.8175 5.9761
O -0.6306 -1.4707 6.7763
C 1.3167 -2.6012 6.5601
C 2.4603 -2.8980 5.8193
C 2.5281 -2.7027 4.2979
O 3.6217 -2.8616 3.6856
O 3.2731 -3.9481 6.2700
O -0.6731 -0.9523 3.9819
H 1.4044 -1.6772 2.7270
H 1.2540 -2.9616 7.5762
H 3.6699 -4.5257 5.6138
H -0.6124 -0.9833 3.0243
C 1.4405 1.6004 3.4848
C 2.7304 1.2571 3.4099
C 3.7238 1.8248 4.4291
O 4.9670 1.5429 4.4213
C 3.0803 2.5934 5.4728
C 1.7691 2.8473 5.5386
C 0.8204 2.4527 4.4852
O -0.4112 2.8143 4.4667
O 1.2593 3.4909 6.5003
O 3.3536 0.4765 2.4586
H 0.8193 1.2823 2.6606
H 3.7644 2.7670 6.2904
H 0.3369 3.6774 6.3107
H 2.6856 0.1618 1.8452
C -0.1692 -3.1627 -2.3721
C -1.3873 -2.6029 -2.6120
C -2.1568 -2.9861 -3.9003
O -3.2270 -2.4419 -4.2402
C -1.5062 -4.0450 -4.6784
C -0.3735 -4.6645 -4.3438
C 0.4397 -4.2693 -3.1053
O 1.5586 -4.8037 -2.7821
O 0.2424 -5.5815 -5.0800
O -1.9135 -1.5137 -1.9810
H 0.3917 -2.7650 -1.5392
H -2.0506 -4.3493 -5.5602
H 1.0040 -5.9583 -4.6332
H -1.1460 -1.1090 -1.5702
C 1.2402 -3.6834 0.9788
C 0.0479 -4.0966 1.4474
C -0.1273 -5.3802 2.1243
O -1.2094 -5.7425 2.5690
C 1.1356 -6.1746 2.0222
C 2.3255 -5.7932 1.4486
C 2.4581 -4.4700 0.7348
O 3.5133 -4.0684 0.2037
O 3.3625 -6.6310 1.3742
O -1.1077 -3.3617 1.4334
H 1.2888 -2.6403 0.7033
H 1.2766 -7.0703 2.6088
H 3.9849 -6.2221 0.7683
H -0.9154 -2.4356 1.2688
*
```

Output
Gap between HOMO and LUMO = 0.2585 hartree
Energy relative to the best compared isomer or geometry (same formula, charge and spin) = 262.98 kJ/mol
HOMO = -8.6 eV

***

| no. | energy (eV) |
| --- | --- |
| 1 | -83893.690 |
| 2 | -53308.957 |
| 3 | -132629.891 |
| 4 | -17695.858 |
| 5 | -112289.775 |
| 6 | -132431.803 |